(1)
The following is a quantum chemistry calculation of 4 unconnected molecules or ions with the total composition C2H13NO3S in a non-equilibrium geometry, from the Open Molecules 2025 dataset.

Structure (XYZ):
```
20
Properties=species:S:1:pos:R:3:forces:R:3:mulliken_charge:R:1
N -2.1319 0.0702 -0.6289 0.52 0.28 0.14 -0.624
C -0.8048 -0.5350 -0.2960 -1.02 0.70 -1.22 -0.103
C 0.3031 0.0840 -1.1333 -0.65 0.60 -0.06 -0.716
S 1.9350 -0.6005 -0.8249 0.34 0.03 -0.10 -0.219
H -2.0780 0.5125 -1.5442 -0.10 -0.24 0.01 0.256
H -2.3473 0.8289 0.0035 -0.03 0.03 0.16 0.219
H -0.5507 -0.3334 0.7251 -0.12 -0.39 0.72 0.271
H -0.9580 -1.5785 -0.5225 0.51 -0.51 0.38 0.056
H 0.1773 1.1694 -0.9997 0.77 -0.15 0.19 0.375
H 0.1161 -0.0362 -2.1946 -0.09 -0.38 -0.27 0.358
H 2.3630 0.2406 0.1283 -0.17 0.01 0.09 0.118
O -0.2303 1.6024 2.6128 0.43 -0.20 0.22 -0.654
H -0.8145 2.0994 2.0376 -0.21 0.18 0.20 0.319
H -0.4917 1.7404 3.5333 -0.18 0.09 -0.39 0.289
O -1.0491 -3.5859 -2.4687 0.11 0.15 0.15 -0.617
H -0.4647 -3.1639 -1.8237 -0.10 -0.17 -0.18 0.317
H -0.5404 -4.3190 -2.8269 0.04 0.01 0.02 0.318
O 2.5918 1.6447 1.8176 -0.15 0.24 0.22 -0.619
H 1.7566 1.8612 2.2649 0.01 -0.25 -0.20 0.340
H 3.2184 2.2988 2.1402 0.08 -0.04 -0.07 0.315
```
Forces are in eV/Å.

2S+1: 1
Structure (SMILES): NCCS.O.O.O
Highest occupied orbital energy (eV): -8.7



(2)
The following is a quantum chemistry calculation of 3 unconnected molecules or ions with the total composition C38H39O4S in a non-equilibrium geometry, from the Open Molecules 2025 dataset.

Structure (XYZ):
```
82
Properties=species:S:1:pos:R:3:forces:R:3:mulliken_charge:R:1
C -2.1786 3.2668 3.7985 0.33 -0.32 -0.43 -1.368
C -1.5691 1.9930 3.1787 -0.29 1.11 0.38 -0.172
C -0.9745 2.3412 1.8201 0.17 -0.91 0.44 -0.917
C -0.3306 1.1529 1.0951 0.08 0.51 -0.09 -0.480
C 0.8531 1.5965 0.2112 -0.34 -0.68 -0.12 -0.999
C 0.9005 0.9199 -1.1656 0.26 0.52 -0.02 -1.038
C 0.2639 1.7532 -2.2952 -0.05 -0.44 -0.32 -0.878
C 1.2357 2.0797 -3.4416 -0.55 -0.43 0.27 -0.709
C 0.4749 2.1706 -4.7562 0.41 0.90 -0.14 -0.604
C 1.3820 2.5991 -5.9326 -0.19 -0.95 -0.06 -0.481
S 0.7425 4.1371 -6.6768 -0.49 0.40 1.03 -0.056
H -1.3791 3.9301 4.1213 0.03 0.10 0.17 0.359
H -2.8320 3.0454 4.6351 -0.10 0.06 0.11 0.343
H -2.7168 3.7978 3.0177 -0.38 0.13 0.09 0.375
H -2.3475 1.2367 3.1225 0.08 -0.32 -0.13 0.405
H -0.7799 1.6864 3.8616 0.10 -0.54 -0.05 0.152
H -1.7602 2.7947 1.2211 0.07 0.21 -0.28 0.270
H -0.1810 3.0616 2.0046 -0.04 0.40 -0.08 0.411
H -1.0610 0.6071 0.5007 -0.18 0.00 -0.06 0.409
H 0.0363 0.4532 1.8411 0.03 -0.18 0.10 0.340
H 1.7711 1.3710 0.7477 0.16 0.14 0.05 0.350
H 0.8183 2.6708 0.0538 0.06 0.23 0.06 0.501
H 1.9454 0.7478 -1.4149 0.15 -0.08 -0.12 0.512
H 0.4288 -0.0585 -1.1534 -0.02 -0.16 0.22 0.429
H -0.2121 2.6568 -1.9216 0.02 0.16 0.12 0.520
H -0.5364 1.1665 -2.7472 -0.21 -0.05 0.04 0.439
H 1.7640 3.0124 -3.2540 0.26 0.02 0.05 0.256
H 1.9338 1.2481 -3.4888 0.40 0.09 -0.18 0.451
H 0.0086 1.2298 -5.0200 -0.15 -0.17 0.06 0.102
H -0.3009 2.9246 -4.6270 -0.32 -0.10 -0.01 0.574
H 1.3776 1.8249 -6.6925 0.05 0.11 -0.35 0.429
H 2.4210 2.7347 -5.6517 0.09 0.44 0.07 0.472
H 1.8154 4.8807 -7.0120 0.02 -0.36 -0.59 0.304
H 0.1911 3.7804 -7.8529 0.57 0.03 -0.23 0.302
C -0.1971 -0.2942 6.6844 0.01 -0.01 0.06 -0.401
C 0.3861 -0.7827 7.8494 -0.03 0.01 -0.03 -0.535
C -0.3519 -0.8555 9.0185 0.12 -0.03 -0.05 -0.617
C -1.6745 -0.4300 9.0309 -0.05 0.05 -0.08 0.397
C -2.2527 0.0780 7.8668 0.00 -0.02 0.10 -0.008
C -1.5128 0.1344 6.6934 0.14 0.00 -0.13 -0.548
C -3.6544 0.5812 7.8630 -0.12 0.09 -0.20 0.543
O -4.1549 1.0192 6.8467 0.03 0.00 0.03 -0.667
C -4.4183 0.5393 9.1392 0.07 -0.04 0.07 0.122
C -5.7101 1.0497 9.1735 -0.12 0.03 0.04 -0.519
C -6.4384 1.0068 10.3497 0.03 -0.02 0.03 -0.477
C -5.8829 0.4474 11.4958 -0.01 0.02 -0.05 -0.476
C -4.5947 -0.0585 11.4692 -0.10 0.02 0.08 -0.559
C -3.8549 -0.0080 10.2946 -0.01 0.04 -0.11 0.139
C -2.4602 -0.5296 10.2929 0.09 -0.10 0.22 0.569
O -1.9739 -1.0187 11.2905 -0.01 0.03 -0.04 -0.651
H 0.3792 -0.2456 5.7693 0.01 0.00 0.00 0.435
H 1.4178 -1.1086 7.8436 0.00 -0.01 0.00 0.396
H 0.0939 -1.2392 9.9256 -0.09 0.00 0.05 0.484
H -1.9701 0.5180 5.7915 -0.09 0.03 0.05 0.624
H -6.1388 1.4800 8.2792 0.08 -0.03 -0.06 0.469
H -7.4426 1.4085 10.3757 -0.01 0.00 0.00 0.402
H -6.4566 0.4097 12.4123 0.00 0.00 0.00 0.403
H -4.1567 -0.4908 12.3580 0.09 -0.01 -0.04 0.476
C 6.6265 -3.8871 -7.9880 -0.02 -0.02 -0.04 -0.490
C 6.0610 -4.5764 -9.0558 0.01 0.04 0.04 -0.485
C 4.6901 -4.5580 -9.2493 0.10 -0.04 -0.06 -0.569
C 3.8762 -3.8578 -8.3684 0.00 0.06 0.11 0.185
C 4.4428 -3.1809 -7.2838 -0.08 -0.05 -0.05 0.202
C 5.8206 -3.1910 -7.1036 0.11 -0.03 -0.02 -0.556
C 3.5886 -2.4589 -6.3056 0.18 0.10 0.15 0.519
O 4.0711 -1.8524 -5.3697 -0.04 0.04 -0.05 -0.672
C 2.1115 -2.4919 -6.5023 0.00 -0.06 -0.08 0.220
C 1.2920 -1.8718 -5.5679 -0.20 0.15 0.08 -0.775
C -0.0815 -1.8759 -5.7431 -0.02 0.05 -0.04 -0.458
C -0.6449 -2.4954 -6.8551 0.04 0.03 0.00 -0.680
C 0.1681 -3.1226 -7.7840 -0.12 0.04 0.03 -0.559
C 1.5471 -3.1291 -7.6071 0.03 0.05 0.09 0.290
C 2.4068 -3.8342 -8.6022 -0.04 -0.15 -0.23 0.562
O 1.9147 -4.3712 -9.5706 0.00 0.04 0.04 -0.639
H 7.6986 -3.8981 -7.8441 0.00 -0.01 0.00 0.410
H 6.6927 -5.1282 -9.7388 0.01 0.00 0.00 0.412
H 4.2468 -5.0881 -10.0806 -0.09 0.03 0.02 0.482
H 6.2552 -2.6588 -6.2690 -0.08 0.01 0.04 0.471
H 1.7309 -1.3925 -4.7023 0.12 -0.06 -0.02 0.650
H -0.7200 -1.3972 -5.0102 -0.02 -0.05 0.02 0.558
H -1.7182 -2.4937 -6.9922 0.00 -0.02 0.01 0.420
H -0.2614 -3.6125 -8.6468 0.09 -0.05 -0.03 0.500
```
Forces are in eV/Å.

2S+1: 1
Total charge: +1
Highest occupied orbital energy (eV): -10.8



(3)
The following is a quantum chemistry calculation of 2 unconnected molecules or ions with the total composition C3H6BrN2 in a non-equilibrium geometry, from the Open Molecules 2025 dataset.

Structure (XYZ):
```
12
Properties=species:S:1:pos:R:3:forces:R:3:mulliken_charge:R:1
C -0.9135 -0.4093 -0.1292 0.21 2.36 -0.27 0.054
C 0.3086 1.7308 -0.4054 -3.76 -0.84 -1.85 -0.386
C -0.1629 -2.7632 -0.0814 -0.46 1.56 4.60 -0.280
N -0.6058 -1.5772 -0.1593 -0.07 -1.78 0.31 -0.027
N 1.2150 1.7976 0.4667 0.42 2.79 3.42 -0.151
Br -2.6429 0.3117 0.0927 -0.02 -0.72 0.06 -0.036
H 0.4977 1.1927 -1.3757 -0.10 1.21 1.03 0.386
H -0.7414 2.2672 -0.1989 2.58 -1.45 -0.61 0.334
H 0.0254 -3.2172 0.9498 0.03 0.95 -1.46 0.238
H -0.2632 -3.4029 -0.8422 0.05 -2.08 -3.20 0.308
H 2.1786 1.6973 0.3444 1.66 -1.11 -0.96 0.268
H 1.1043 2.3725 1.3384 -0.54 -0.89 -1.08 0.292
```
Forces are in eV/Å.

2S+1: 1
Total charge: +1
Highest occupied orbital energy (alpha / beta) (eV): -12.6 / -12.6